Density functional theory data (ωB97M-V/def2-TZVPD) for a 8-piece molecular cluster, C28H84BF4N7O7 overall.

Each line ends with the Löwdin charge.
Element x y z (Å)
B1 4.68583 9.53978 -16.55378  -1.41
F1 5.70213 10.00035 -17.27407  0.16
F2 5.16135 9.02714 -15.38371  0.12
F3 3.81758 10.63939 -16.23224  0.04
F4 4.01278 8.57376 -17.28176  0.10
C1 9.10726 10.69654 -12.89328  -0.02
C2 10.35894 10.10058 -13.55043  -0.31
C3 11.13026 9.29565 -12.54832  -0.11
O1 11.72344 10.08597 -11.35999  -0.17
C4 12.56186 11.17630 -11.65308  -0.10
N1 9.85937 9.05325 -14.57323  0.23
H1 9.34617 9.58546 -15.26133  0.16
H2 10.59937 8.60098 -15.09088  0.17
H3 9.14159 8.44585 -14.20451  0.17
H4 8.53255 10.03508 -12.24500  0.10
H5 8.55651 11.12539 -13.73045  0.08
H6 9.30544 11.53314 -12.22326  0.10
H7 10.90818 10.86364 -14.10196  0.16
H8 11.98211 8.88605 -13.09116  0.13
H9 10.47531 8.54358 -12.10839  0.14
H10 12.90080 11.76270 -10.79906  0.11
H11 12.00715 11.94713 -12.18808  0.07
H12 13.36250 10.80454 -12.29251  0.10
C5 1.84680 12.45736 -11.83545  -0.02
C6 0.61654 11.52797 -11.95961  -0.25
C7 -0.66975 12.22000 -12.60303  -0.16
O2 -1.62667 11.20149 -12.94534  -0.22
C8 -2.87704 11.76208 -13.41325  -0.06
N2 1.00525 10.33200 -12.86987  0.24
H13 0.20920 9.74245 -13.06696  0.15
H14 1.56826 10.56500 -13.67536  0.16
H15 1.54756 9.78671 -12.21514  0.16
H16 1.68678 13.28997 -11.15043  0.11
H17 2.13353 12.78724 -12.83399  0.09
H18 2.66870 11.85113 -11.45459  0.09
H19 0.28045 11.12335 -11.00493  0.16
H20 -0.44531 12.70676 -13.55213  0.13
H21 -1.01212 12.92420 -11.84474  0.14
H22 -3.68805 11.03426 -13.38796  0.10
H23 -2.70215 12.22884 -14.38261  0.09
H24 -3.26327 12.53717 -12.75132  0.10
C9 2.53242 6.82291 -22.46518  -0.03
C10 3.99591 6.35403 -22.50975  -0.27
C11 4.52877 5.89188 -23.87976  -0.17
O3 5.94510 6.02605 -24.01833  -0.21
C12 6.47435 5.90681 -25.34193  -0.05
N3 4.89448 7.52812 -22.05103  0.24
H25 5.86182 7.27376 -21.91082  0.16
H26 4.85079 8.30472 -22.69530  0.17
H27 4.58851 7.85730 -21.14653  0.16
H28 1.89006 5.95386 -22.60736  0.10
H29 2.30072 7.50830 -23.28045  0.09
H30 2.26484 7.25252 -21.49981  0.09
H31 4.16101 5.47599 -21.88535  0.15
H32 3.94560 6.52535 -24.54815  0.13
H33 4.29161 4.83783 -24.02407  0.15
H34 5.90960 6.68812 -25.85055  0.09
H35 6.23469 4.95782 -25.82160  0.10
H36 7.55067 6.05817 -25.42394  0.10
C13 3.88893 15.79896 -18.37488  -0.02
C14 4.11057 17.23894 -18.88581  -0.29
C15 3.11172 17.98865 -19.82747  -0.16
O4 3.73297 19.26107 -20.06189  -0.20
C16 2.92149 20.20619 -20.77484  -0.05
N4 4.45110 18.07803 -17.65594  0.23
H37 3.75382 17.79360 -16.98288  0.16
H38 5.28102 17.80067 -17.15154  0.17
H39 4.41185 19.05056 -17.92566  0.16
H40 3.89360 15.06623 -19.18184  0.10
H41 2.98998 15.82331 -17.75894  0.09
H42 4.73359 15.59002 -17.71837  0.08
H43 5.01814 17.39848 -19.46801  0.15
H44 2.09506 17.98955 -19.43442  0.13
H45 3.05192 17.42172 -20.75651  0.14
H46 1.86035 20.23841 -20.52778  0.10
H47 3.01588 20.11544 -21.85694  0.10
H48 3.42113 21.14571 -20.53870  0.10
C17 -3.56307 8.47460 -22.55453  -0.01
C18 -4.05822 9.25944 -21.28113  -0.21
C19 -3.03395 10.36386 -20.78683  -0.20
O5 -2.13126 9.72066 -19.93687  -0.18
C20 -1.00601 10.45577 -19.47414  -0.08
N5 -5.42470 9.98827 -21.56634  0.24
H49 -6.23871 9.62990 -21.08774  0.17
H50 -5.30369 10.92750 -21.21518  0.15
H51 -5.61559 10.00730 -22.55795  0.16
H52 -4.47231 8.08126 -23.00914  0.09
H53 -2.70869 7.88441 -22.22315  0.10
H54 -3.16543 9.14565 -23.31589  0.09
H55 -4.26792 8.63797 -20.41056  0.15
H56 -3.54326 11.10770 -20.17411  0.12
H57 -2.54615 10.89484 -21.60427  0.13
H58 -1.04244 11.13599 -18.62321  0.09
H59 -0.45756 10.80675 -20.34828  0.09
H60 -0.34007 9.69305 -19.07054  0.08
C21 4.00851 2.17811 -15.29720  -0.02
C22 3.35514 3.51526 -15.68026  -0.29
C23 1.81276 3.51571 -15.63222  -0.17
O6 1.35627 4.76056 -16.04632  -0.19
C24 0.02565 4.93688 -16.17808  -0.13
N6 3.90315 4.48945 -14.71411  0.22
H61 4.90208 4.34346 -14.68359  0.17
H62 3.82924 5.45571 -14.99867  0.17
H63 3.60660 4.38096 -13.75475  0.18
H64 5.06834 2.01696 -15.49441  0.10
H65 3.51441 1.30849 -15.73047  0.10
H66 3.94051 1.89352 -14.24721  0.10
H67 3.57776 3.94110 -16.65863  0.16
H68 1.40140 3.29582 -14.64706  0.15
H69 1.51087 2.81876 -16.41402  0.15
H70 -0.28705 4.81956 -17.21565  0.10
H71 -0.05130 6.00618 -15.98117  0.09
H72 -0.68669 4.52518 -15.46312  0.11
C25 10.21905 13.32923 -20.65701  -0.02
C26 10.67625 12.57393 -21.89081  -0.32
C27 11.43022 13.34447 -22.88403  -0.23
O7 12.57619 14.02030 -22.41881  -0.17
C28 13.05113 14.90248 -23.44343  -0.05
N7 11.53103 11.40100 -21.44812  0.25
H73 12.11018 11.05542 -22.19996  0.17
H74 12.20162 11.75674 -20.78190  0.17
H75 11.01361 10.68357 -20.96061  0.17
H76 9.65563 12.58836 -20.08976  0.09
H77 9.74599 14.28283 -20.89140  0.11
H78 11.08479 13.70589 -20.11227  0.10
H79 9.78302 12.16994 -22.36729  0.16
H80 10.77391 14.16939 -23.16128  0.14
H81 11.69707 12.70932 -23.72871  0.15
H82 12.22858 15.58959 -23.64189  0.09
H83 13.32531 14.36779 -24.35285  0.10
H84 13.92938 15.51596 -23.24238  0.11

## Properties
largest force on an atom: 4.0 eV/A
energy above the lowest of the compared OMol25 structures with the same formula, charge and spin: 2.4508 eV
orbital gap: 8.48 eV
charge: +6
LUMO: -0.39215 Eh
energy: -66649.61464 eV
2S+1: 1